Computed, not measured: a 11-piece molecular cluster, C11H44N22O11 overall at a distorted geometry, with wB97M-V/def2-TZVPD.

Structure (SMILES): NC(N)=O.NC(N)=O.NC(N)=O.NC(N)=O.NC(N)=O.NC(N)=O.NC(N)=O.NC(N)=O.NC(N)=O.NC(N)=O.NC(N)=O
Net charge: 0
Gap between HOMO and LUMO: 9.31 eV
Highest occupied orbital energy: -9.2 eV

Atoms and positions in Å:
N -9.2233 -0.1144 1.9589
C -7.9529 -0.3608 2.1585
N -7.7409 -1.5977 2.0186
O -7.2908 0.4878 2.5298
H -9.7840 -0.9367 1.7874
H -9.4651 0.8534 2.1175
H -8.4403 -2.2882 1.7859
H -6.7398 -1.5735 2.1501
N 1.0193 3.8669 -5.8096
C 0.7843 3.6306 -7.0884
N 0.4274 4.7086 -7.7480
O 0.8307 2.5703 -7.6206
H 1.2723 4.7828 -5.4673
H 1.5883 3.1072 -5.4643
H 0.3362 5.5363 -7.1764
H 0.3912 4.5670 -8.7474
N 1.4916 -3.3385 7.4361
C 1.9773 -2.7225 8.4919
N 3.1480 -3.2206 8.8100
O 1.4693 -1.9408 9.1463
H 0.6305 -2.9395 7.0908
H 1.9917 -4.0537 6.9276
H 3.5352 -3.9845 8.2745
H 3.6970 -2.8531 9.5739
N -0.6016 0.7189 -0.0165
C -0.4230 -0.2507 0.8903
N 0.8316 -0.3696 1.1776
O -1.3388 -1.0299 1.3010
H 0.2682 1.1753 -0.2519
H -1.3776 0.6811 -0.6618
H 1.5188 0.0213 0.5490
H 1.0262 -1.1598 1.7758
N -2.6947 9.7922 -5.2429
C -1.8019 8.9075 -4.8073
N -2.3827 7.9733 -4.0938
O -0.5963 8.9122 -5.0193
H -3.5991 9.6888 -4.8053
H -2.4743 10.5961 -5.8132
H -3.3646 8.0713 -3.8786
H -1.7976 7.3360 -3.5726
N -2.2487 -7.2875 2.3192
C -1.1404 -7.9040 2.0142
N -1.1862 -9.0868 2.5155
O -0.1420 -7.3851 1.5142
H -2.2631 -6.3275 2.0055
H -3.0504 -7.7743 2.6938
H -2.1049 -9.3613 2.8331
H -0.6322 -9.9014 2.2926
N -6.2733 3.5483 -4.7540
C -6.1548 2.9131 -3.6671
N -6.5014 3.6046 -2.5725
O -5.7393 1.8057 -3.6357
H -5.9063 3.2734 -5.6539
H -6.4301 4.5433 -4.6795
H -6.4600 3.1933 -1.6509
H -7.0800 4.4185 -2.7237
N 7.5969 -3.8840 1.1588
C 6.4793 -4.4302 1.7453
N 5.9869 -5.3576 0.9535
O 6.0082 -4.1118 2.8003
H 8.1225 -3.1274 1.5727
H 7.8669 -4.1553 0.2241
H 5.1102 -5.7950 1.1989
H 6.4229 -5.8132 0.1646
N 6.4284 -3.6636 -6.8817
C 6.2520 -3.1104 -5.7039
N 5.1610 -2.4216 -5.6834
O 6.9302 -3.2507 -4.6744
H 5.7821 -3.6175 -7.6564
H 7.0651 -4.4471 -6.8554
H 4.8110 -2.0343 -4.8188
H 4.7319 -2.2994 -6.5895
N 6.1150 3.7465 -2.0253
C 6.3069 2.4774 -1.7816
N 7.4881 2.1839 -2.1654
O 5.5323 1.6160 -1.4989
H 5.3060 4.0789 -1.5202
H 6.9172 4.3048 -2.2800
H 7.7143 1.1999 -2.1383
H 8.0402 3.0015 -2.3813
N -3.7080 0.6228 9.9308
C -4.3151 0.5173 8.7606
N -3.3953 0.1767 7.9470
O -5.4937 0.5658 8.5052
H -2.7239 0.4944 10.1184
H -4.2927 0.8775 10.7140
H -2.4681 0.2317 8.3437
H -3.6110 -0.0987 6.9995

Atom charges from the Löwdin analysis, given in e for atoms 1 to 6:
1. N 0.15
2. C -0.93
3. N 0.18
4. O 0.12
5. H 0.10
6. H 0.12


Computed, not measured: C5H10OPY as an isolated structure at a distorted geometry, with wB97M-V/def2-TZVPD.

Net charge: 0
Gap between HOMO and LUMO (spin up / spin down): 5.03 / 5.49 eV
Highest occupied orbital energy (spin up / spin down): -6.0 / -5.9 eV

Atoms and positions in Å:
C 0.6588 -0.2067 0.9639
C 0.8537 -0.2131 2.3646
C 0.0209 -1.2161 2.9298
C -0.6691 -1.8810 1.9132
C -0.2898 -1.3081 0.6497
Y -0.6706 0.2051 -1.9936
P 1.0115 1.4899 -3.4969
H 1.1598 0.4178 0.1761
H 1.5245 0.4544 2.8846
H -0.0520 -1.4437 3.9966
H -0.4102 -1.8041 -0.3665
H -1.4222 -2.6647 1.9981
H 1.4767 0.4153 -4.3828
H 2.3099 1.9496 -3.0509
H 0.7678 2.4805 -4.5201
O -1.9238 1.0127 -0.3464
H -2.0038 0.4380 0.4518
H -2.3419 1.8744 -0.1712

Atom charges from the Löwdin analysis, given in e for atoms 1 to 6:
1. C -0.24
2. C -0.18
3. C -0.19
4. C -0.20
5. C -0.30
6. Y 0.79


Computed, not measured: one molecule with the formula C6H8 at a distorted geometry, with wB97M-V/def2-TZVPD.

Net charge: 0
Gap between HOMO and LUMO: 6.51 eV
Highest occupied orbital energy: -6.7 eV

Atoms and positions in Å:
C 0.9958 -0.1695 -1.2559
C 1.5750 0.3836 -0.0894
C -0.3877 -0.0092 1.4797
C 0.2721 -0.4953 -0.0957
C -0.9146 0.4734 0.2153
C -1.4479 -0.5332 -0.8356
H 1.5117 -0.9065 -1.8717
H 2.3025 -0.1283 0.5342
H 1.4270 1.4238 0.2003
H -0.0661 0.6619 2.2744
H -0.8792 -0.8475 1.9244
H -0.8200 1.4911 -0.0980
H -1.2154 -0.2827 -1.9093
H -2.3532 -1.0616 -0.4728

Atom charges from the Löwdin analysis, given in e for atoms 1 to 6:
1. C -0.13
2. C -0.12
3. C 0.01
4. C -0.33
5. C -0.29
6. C 0.09


Computed, not measured: a 4-piece molecular cluster, C3H11O2S overall at a distorted geometry, with wB97M-V/def2-TZVPD.

Net charge: -1
Gap between HOMO and LUMO: 5.03 eV
Highest occupied orbital energy: -3.8 eV

Atoms and positions in Å:
C -1.5468 -0.9667 -1.2003
C -0.2655 -0.7581 -0.4373
C -0.4365 -0.1007 0.9806
S -1.7603 1.1064 1.2069
H -1.4015 -1.2817 -2.2484
H -2.1689 -0.0243 -1.1957
H -2.1353 -1.7555 -0.6847
H 0.3079 -1.7107 -0.3396
H 0.4728 -0.1547 -1.0008
H 0.5231 0.4467 1.0227
H -0.2957 -0.7777 1.8544
H -1.0472 1.2136 -1.1478
H 3.0111 -1.7808 -1.5791
O 2.3624 -1.0893 -1.4295
H 2.1837 1.4191 -0.3107
H 2.6660 -0.0415 -0.3422
O 2.6402 0.8020 0.2707

Atom charges from the Löwdin analysis, given in e for atoms 1 to 6:
1. C -0.22
2. C -0.41
3. C -0.70
4. S 0.51
5. H 0.07
6. H -0.01


Computed, not measured: C19H25N5OPdS as an isolated structure at a distorted geometry, with wB97M-V/def2-TZVPD.

Net charge: +1
2S+1: 6
Gap between HOMO and LUMO (spin up / spin down): 6.36 / 5.84 eV
Highest occupied orbital energy (spin up / spin down): -8.6 / -11.2 eV
<S²>: 8.837

Atoms and positions in Å:
Pd -0.2158 -0.5923 0.1906
C 0.3666 1.5429 2.5102
C 1.6816 0.8664 2.0259
N 1.5026 -0.5617 1.7901
C 1.3623 -1.3684 3.0007
C 0.3027 -2.4655 2.8150
N -0.8450 -2.0162 2.0137
C -1.9221 -1.3245 2.7271
C -1.5214 0.0864 3.1698
N -0.8298 0.8034 2.0940
H 0.3422 2.5521 2.0939
H 0.3843 1.6377 3.6005
H 2.4707 1.0579 2.7644
H 1.9900 1.3227 1.0814
H 2.2518 -0.9202 1.1969
H 1.0847 -0.7125 3.8236
H 2.3101 -1.8470 3.2715
H -0.0131 -2.8243 3.8042
H 0.7617 -3.3014 2.2799
H -1.2635 -2.8585 1.6291
H -2.2513 -1.8893 3.6108
H -2.7647 -1.2466 2.0320
H -0.8707 0.0189 4.0431
H -2.4315 0.6139 3.4777
H -1.4853 1.4324 1.6346
O 1.6154 -0.3445 -1.0620
N 2.0226 0.9219 -1.1831
C 3.3232 1.1427 -1.6316
C 3.6670 2.2852 -2.2732
C 2.7167 3.3138 -2.5191
C 1.4094 3.1031 -2.1019
C 1.0418 1.9402 -1.4628
S -0.5616 1.6175 -0.9432
H 3.9950 0.3220 -1.4457
H 4.6878 2.4087 -2.5985
H 3.0000 4.2252 -3.0132
H 0.6598 3.8651 -2.2489
C -0.6780 -2.4907 -0.9665
C -1.2635 -1.4956 -1.7820
C -0.5878 -1.0331 -2.9592
C -1.2239 -0.2515 -3.8800
C -2.5630 0.1360 -3.6788
C -3.2460 -0.2728 -2.5186
C -2.6218 -1.0642 -1.5917
C -3.2190 0.9062 -4.6548
N -3.7455 1.5306 -5.4608
H 0.2617 -2.9348 -1.2795
H -1.3467 -3.1263 -0.3962
H 0.4270 -1.3674 -3.1233
H -0.7209 0.0580 -4.7827
H -4.2744 0.0310 -2.3917
H -3.1739 -1.4338 -0.7329

Atom charges from the Löwdin analysis, given in e for atoms 1 to 6:
1. Pd 0.88
2. C -0.18
3. C -0.18
4. N -0.11
5. C -0.17
6. C -0.16


Computed, not measured: one molecule with the formula C31H38N6O2, with wB97M-V/def2-TZVPD.

Structure (SMILES): Cc1cc(C)c(CNC(=O)c2cc(-c3ccc(N4CCN(C)CC4)nc3)cc3c2c(C)cn3C(C)C)c(=O)[nH]1
Net charge: 0
Gap between HOMO and LUMO: 7.88 eV
Highest occupied orbital energy: -7.2 eV

Atoms and positions in Å:
C -1.4825 5.6109 6.5238
C -1.3272 5.3459 5.0616
C -0.1453 5.4062 4.3932
C -0.0880 5.0835 3.0137
C 1.2343 5.1303 2.3113
C -1.2301 4.7241 2.3555
C -1.2438 4.2635 0.9266
N -0.4519 3.0557 0.7494
C -0.4267 2.0298 1.6357
O -0.9736 2.0627 2.7201
C 0.3557 0.8584 1.1355
C 0.0259 0.3170 -0.0926
C 0.6636 -0.8208 -0.6115
C 0.2560 -1.3601 -1.9109
C -0.1200 -0.5371 -2.9781
C -0.5036 -1.0837 -4.1796
C -0.5155 -2.4836 -4.3210
N -0.8074 -3.1151 -5.4988
C -1.6420 -2.5280 -6.5201
C -3.1072 -2.9122 -6.2909
N -3.2338 -4.3574 -6.3179
C -4.6123 -4.7808 -6.2153
C -2.4052 -4.9526 -5.2824
C -0.9443 -4.5566 -5.5005
N -0.1554 -3.2709 -3.3010
C 0.2122 -2.7285 -2.1587
C 1.6723 -1.4317 0.1175
C 2.0193 -0.8998 1.3509
C 1.3730 0.2498 1.8867
C 1.9893 0.5147 3.1466
C 1.6980 1.6182 4.1042
C 2.9343 -0.4550 3.3146
N 2.9677 -1.3092 2.2443
C 3.8448 -2.4507 2.1196
C 5.3089 -2.0079 2.1319
C 3.5587 -3.4696 3.2241
C -2.5129 4.7265 3.0241
O -3.5962 4.5167 2.5035
N -2.4533 5.0356 4.3743
H -2.1905 6.4222 6.6917
H -0.5287 5.8810 6.9666
H -1.8618 4.7219 7.0269
H 0.7592 5.6682 4.9174
H 1.1642 5.7321 1.4059
H 1.5419 4.1279 2.0183
H 1.9989 5.5564 2.9560
H -2.2906 4.0796 0.6527
H -0.8299 5.0304 0.2643
H -0.0319 2.9097 -0.1545
H -0.7917 0.7479 -0.6538
H -0.0891 0.5380 -2.8678
H -0.7738 -0.4337 -4.9961
H -1.5365 -1.4453 -6.5426
H -1.3192 -2.9304 -7.4855
H -3.7276 -2.4934 -7.0871
H -3.4442 -2.4894 -5.3252
H -4.6564 -5.8663 -6.2915
H -5.1796 -4.3500 -7.0394
H -5.0833 -4.4761 -5.2672
H -2.5054 -6.0385 -5.3413
H -2.7163 -4.6260 -4.2738
H -0.3196 -4.9634 -4.7073
H -0.6089 -4.9259 -6.4737
H 0.4642 -3.4404 -1.3822
H 2.1795 -2.2947 -0.2873
H 2.1314 2.5561 3.7545
H 0.6252 1.7646 4.2010
H 2.1224 1.3886 5.0794
H 3.5966 -0.5932 4.1477
H 3.6288 -2.9141 1.1519
H 5.9576 -2.8611 1.9515
H 5.5714 -1.5715 3.0922
H 5.4836 -1.2664 1.3556
H 4.1613 -4.3617 3.0746
H 3.7922 -3.0536 4.2008
H 2.5082 -3.7508 3.2110
H -3.3372 4.9827 4.8667

Atom charges from the Löwdin analysis, given in e for atoms 1 to 6:
1. C -0.02
2. C -0.29
3. C 0.00
4. C -0.21
5. C -0.03
6. C -0.12


The E_tot results, record by record, are as follows: -2477.945127; -651.207357; -233.040936; -669.409326; -1613.642295; -1683.171661 hartree.
The relative energy (zero: lowest compared OMol25 entry of this formula, charge and spin) results, record by record, are as follows: 239.2; 38.3; 217.2; 132.8; 24.7; 7.6 kcal/mol.